Entry 1:
{"formula": "C39H41BrN4SScSi2", "method": "the ωB97M-V functional and the def2-TZVPD basis", "total_charge": -1, "elements": ["Sc", "C", "Si", "C", "C", "C", "C", "C", "C", "C", "Si", "C", "C", "H", "H", "H", "H", "H", "H", "H", "H", "H", "H", "H", "H", "H", "H", "H", "H", "Br", "C", "C", "C", "C", "C", "C", "C", "C", "C", "C", "H", "H", "H", "H", "H", "H", "N", "C", "C", "C", "N", "H", "H", "H", "H", "C", "C", "C", "C", "N", "C", "S", "N", "C", "H", "H", "H", "H", "H", "H", "H", "H", "C", "C", "C", "C", "C", "C", "C", "C", "C", "C", "H", "H", "H", "H", "H", "H", "H"], "xyz": [[-0.130, -0.487, 0.309], [-0.920, 2.471, 2.838], [0.453, 1.253, 3.301], [0.489, 1.121, 5.178], [2.021, 2.192, 2.771], [2.876, 2.652, 3.780], [3.919, 3.530, 3.515], [4.124, 3.975, 2.214], [3.294, 3.510, 1.202], [2.245, 2.620, 1.451], [1.263, 1.954, -0.062], [0.437, 3.558, -0.767], [2.730, 1.671, -1.284], [-0.618, 3.475, 3.147], [-1.864, 2.219, 3.323], [-1.084, 2.489, 1.756], [0.469, 2.093, 5.679], [1.368, 0.567, 5.520], [-0.391, 0.553, 5.488], [2.731, 2.321, 4.801], [4.564, 3.866, 4.320], [4.931, 4.664, 1.988], [3.482, 3.840, 0.184], [1.192, 4.302, -1.042], [-0.220, 4.009, -0.018], [-0.160, 3.367, -1.671], [3.060, 2.609, -1.744], [2.486, 0.977, -2.089], [3.583, 1.257, -0.740], [2.529, -1.186, 0.849], [2.150, -1.894, 2.614], [3.129, -2.722, 3.163], [2.831, -3.244, 4.420], [1.610, -3.013, 5.018], [0.592, -2.227, 4.400], [-0.722, -2.160, 4.869], [-1.696, -1.422, 4.124], [-1.378, -0.643, 3.068], [0.056, -0.442, 2.597], [0.954, -1.520, 3.181], [4.050, -2.935, 2.642], [3.564, -3.865, 4.923], [1.388, -3.463, 5.980], [-1.004, -2.711, 5.759], [-2.742, -1.509, 4.406], [-2.178, -0.117, 2.557], [-0.979, -3.394, 1.745], [-1.873, -4.384, 1.801], [-2.720, -4.228, 0.721], [-2.254, -3.078, 0.073], [-1.205, -2.573, 0.712], [-0.305, -3.121, 2.457], [-1.847, -5.103, 2.601], [-3.555, -4.849, 0.447], [-2.621, -2.590, -0.817], [-2.470, 3.311, -4.118], [-2.686, 1.927, -3.612], [-2.952, 0.832, -4.383], [-3.104, -0.408, -3.737], [-3.048, -0.538, -2.421], [-2.759, 0.527, -1.671], [-2.652, 0.485, 0.023], [-2.598, 1.741, -2.281], [-3.324, -1.665, -4.511], [-2.564, 3.339, -5.201], [-1.474, 3.655, -3.839], [-3.197, 3.996, -3.678], [-3.000, 0.916, -5.457], [-2.324, 2.503, -1.669], [-3.491, -1.470, -5.568], [-4.166, -2.213, -4.089], [-2.434, -2.288, -4.397], [0.499, 0.654, -5.591], [0.427, 1.344, -4.362], [0.259, 0.650, -3.197], [0.220, -0.768, -3.143], [0.139, -1.461, -1.877], [0.237, -2.836, -1.988], [0.329, -3.535, -3.214], [0.352, -2.864, -4.401], [0.322, -1.449, -4.392], [0.433, -0.710, -5.598], [0.627, 1.202, -6.517], [0.531, 2.423, -4.341], [0.201, 1.179, -2.253], [0.238, -3.447, -1.091], [0.385, -4.619, -3.204], [0.428, -3.389, -5.348], [0.506, -1.257, -6.533]]}



Entry 2:
{"formula": "C5H5ClO", "method": "the ωB97M-V functional and the def2-TZVPD basis", "elements": ["C", "C", "C", "C", "C", "H", "H", "H", "H", "H", "O", "Cl"], "xyz": [[0.048, -0.257, 0.824], [0.718, -1.051, -0.275], [0.396, -0.352, -1.390], [-0.374, 0.767, -1.302], [-0.641, 0.862, 0.041], [0.091, -0.481, 3.093], [0.916, 0.188, 1.340], [1.287, -1.901, -0.194], [0.550, -0.679, -2.377], [-0.488, 1.769, -2.011], [-0.644, -0.954, 1.899], [-1.861, 2.091, 0.353]]}



Which relative energy (zero: lowest compared OMol25 entry of this formula, charge and spin) belongs to each record? In order, 0.201; 4.835 eV.
Which E_LUMO belongs to each record? In order, 1.515; -0.962 eV.